(1)
Entry from the Open Molecules 2025 dataset: the molecule C4H6N2O (wB97M-V/def2-TZVPD).

XYZ file:
```
13
C4H6N2O, DFT wB97M-V/def2-TZVPD
N 1.959 -1.104 0.563
H 0.647 0.940 1.636
H 0.002 -1.581 -1.655
C 0.749 -0.529 0.107
C -1.192 0.144 -0.851
H 2.741 -0.872 -0.041
H -2.043 0.216 -1.515
C -0.927 0.955 0.222
H -2.379 2.171 0.265
H 1.896 -2.114 0.612
C -0.116 -0.797 -0.919
O -1.573 2.017 0.772
N 0.236 0.553 0.802
```

Properties
**E**: -340.763753 Eh
**Charge**: 0
**HOMO**: -7.5 eV
**ΔE to the lowest compared entry with this formula, charge and spin**: 81.8 kJ/mol
**Strongest force on any atom**: 0.3 eV Å⁻¹
**Kohn-Sham gap**: 8.40 eV
**SMILES string**: Nc1ccc(O)[nH]1

Löwdin atomic charges, in units of e: number 1, N, carries 0.071; number 2, H, carries 0.161; number 3, H, carries 0.096; number 4, C, carries -0.385; number 5, C, carries -0.052; number 6, H, carries 0.076; number 7, H, carries 0.096; number 8, C, carries -0.394; number 9, H, carries 0.111; number 10, H, carries 0.075; number 11, C, carries -0.060; number 12, O, carries 0.067; number 13, N, carries 0.138


(2)
Entry from the Open Molecules 2025 dataset: a cluster of 2 separate species, CFNOS in total at a distorted geometry (wB97M-V/def2-TZVPD).

XYZ file:
```
5
CFNOS, DFT wB97M-V/def2-TZVPD
F 1.613 -1.262 -0.188
S 1.033 0.134 0.494
C -1.543 0.086 0.060
N -2.655 0.010 0.107
O 1.552 1.033 -0.473
```

Properties
**E**: -666.011621 Eh
**Charge**: 0
**HOMO (alpha / beta)**: -11.4 / -11.4 eV
**ΔE to the lowest compared entry with this formula, charge and spin**: 258.1 kJ/mol
**Strongest force on any atom**: 7.9 eV Å⁻¹
**Kohn-Sham gap (alpha / beta)**: 8.05 / 8.06 eV

Löwdin atomic charges, in units of e: number 1, F, carries -0.332; number 2, S, carries 1.077; number 3, C, carries -0.295; number 4, N, carries -0.051; number 5, O, carries -0.399


(3)
Entry from the Open Molecules 2025 dataset: a structure of composition C29H48FeNOP2 at a distorted geometry (wB97M-V/def2-TZVPD).

XYZ file:
```
82
C29H48FeNOP2, DFT wB97M-V/def2-TZVPD
H 4.594 -0.184 -0.827
H 3.507 3.818 1.962
H 1.223 0.968 -0.456
P 3.035 1.682 -1.334
H -2.846 0.182 -4.374
H 1.993 -3.379 -2.556
C -0.405 -2.003 -1.832
O -3.033 -3.147 1.463
C -1.807 -4.318 3.015
C 0.072 -0.469 -3.476
H -3.726 -0.882 -1.854
H -3.306 -2.533 -2.388
C -4.147 -4.045 3.287
H -3.439 2.288 1.058
H -0.834 -4.070 -1.868
C 0.009 2.675 0.125
C -1.591 -0.068 1.111
C 0.735 0.189 1.273
C -0.445 -3.337 -1.155
P 1.571 2.534 1.777
C 3.825 2.569 0.191
H 1.952 3.738 -2.011
C -1.759 -5.095 4.204
C -2.675 1.995 0.282
H 1.612 -0.171 1.864
H 4.584 3.238 -0.234
H 0.022 1.032 -4.941
C 0.601 -1.634 -2.792
Fe 2.086 -0.068 -2.402
H 0.554 -0.552 0.509
H 2.803 -1.805 -3.022
N -2.989 -3.837 2.584
H 0.807 -0.436 -5.500
H 4.425 0.089 -2.581
H 1.684 0.590 -4.266
C 2.257 1.782 3.294
H -1.081 -3.368 -0.253
H 2.966 2.995 -3.321
C -1.571 -1.265 -2.099
C -2.925 -5.335 4.906
H -0.790 -5.490 4.494
C 1.872 -2.419 -3.134
C 4.479 0.575 -1.605
C -1.255 -0.191 -2.977
H -5.072 -4.963 4.974
H -1.592 3.578 1.327
C 0.696 0.218 -4.609
C 2.908 3.253 -2.267
H -0.586 1.434 2.369
H -1.646 3.596 -0.424
C -2.275 0.570 0.194
H 3.209 1.265 3.105
C -2.975 -1.697 -1.718
H 2.501 4.348 0.565
H -1.941 -1.088 1.415
H -3.062 -2.027 -0.672
H 0.448 4.754 2.226
C -1.429 2.931 0.430
H 5.398 1.154 -1.582
C 2.929 3.488 1.078
H 1.833 -2.799 -4.174
H -0.941 -4.137 2.410
H -2.904 -5.968 5.810
H -1.835 1.628 -4.014
H 0.375 3.090 -0.852
H -2.624 0.071 -0.742
H 1.517 1.191 3.895
H -0.485 3.401 3.036
C 0.520 3.763 2.713
H -3.242 2.258 -0.625
H 1.013 3.967 3.669
C 0.966 1.553 0.573
H -0.538 -0.277 2.939
H 2.530 2.658 3.892
H 0.569 -3.619 -0.851
H 3.711 3.948 -2.020
H -3.016 1.107 -2.837
C -2.283 0.721 -3.562
H -5.058 -3.621 2.872
H 4.381 1.832 0.816
C -4.121 -4.798 4.443
C -0.521 0.382 2.058
```

Properties
**Spin multiplicity**: 7
**E**: -3209.462961 Eh
**Charge**: +1
**HOMO (alpha / beta)**: -6.9 / -9.1 eV
**ΔE to the lowest compared entry with this formula, charge and spin**: 606.2 kJ/mol
**Strongest force on any atom**: 4.9 eV Å⁻¹
**Kohn-Sham gap (alpha / beta)**: 4.87 / 5.57 eV

Löwdin atomic charges, in units of e: number 1, H, carries 0.052; number 2, H, carries 0.102; number 3, H, carries 0.085; number 4, P, carries 0.718; number 5, H, carries 0.111; number 6, H, carries 0.099; number 7, C, carries -0.226; number 8, O, carries -0.142; number 9, C, carries -0.008; number 10, C, carries -0.330; number 11, H, carries 0.081; number 12, H, carries 0.106; number 13, C, carries -0.005; number 14, H, carries 0.133; number 15, H, carries 0.096; number 16, C, carries -0.083; number 17, C, carries -0.095; number 18, C, carries -0.210; number 19, C, carries -0.041; number 20, P, carries 0.874; number 21, C, carries -0.350; number 22, H, carries 0.034; number 23, C, carries -0.040; number 24, C, carries -0.150; number 25, H, carries 0.123; number 26, H, carries 0.070; number 27, H, carries 0.088; number 28, C, carries -0.315; number 29, Fe, carries 0.603; number 30, H, carries 0.095; number 31, H, carries 0.036; number 32, N, carries -0.217; number 33, H, carries 0.105; number 34, H, carries 0.009; number 35, H, carries 0.020; number 36, C, carries -0.168; number 37, H, carries 0.058; number 38, H, carries 0.033; number 39, C, carries -0.250; number 40, C, carries -0.085; number 41, H, carries 0.110; number 42, C, carries -0.055; number 43, C, carries -0.309; number 44, C, carries -0.192; number 45, H, carries 0.124; number 46, H, carries 0.103; number 47, C, carries -0.078; number 48, C, carries -0.251; number 49, H, carries 0.079; number 50, H, carries 0.110; number 51, C, carries -0.104; number 52, H, carries 0.067; number 53, C, carries -0.053; number 54, H, carries 0.094; number 55, H, carries 0.114; number 56, H, carries 0.059; number 57, H, carries 0.080; number 58, C, carries -0.192; number 59, H, carries 0.052; number 60, C, carries -0.298; number 61, H, carries 0.100; number 62, H, carries 0.122; number 63, H, carries 0.120; number 64, H, carries 0.074; number 65, H, carries 0.106; number 66, H, carries 0.060; number 67, H, carries 0.089; number 68, H, carries 0.069; number 69, C, carries -0.154; number 70, H, carries 0.099; number 71, H, carries 0.053; number 72, C, carries -0.487; number 73, H, carries 0.124; number 74, H, carries 0.052; number 75, H, carries 0.067; number 76, H, carries 0.044; number 77, H, carries 0.063; number 78, C, carries -0.046; number 79, H, carries 0.139; number 80, H, carries 0.082; number 81, C, carries -0.053; number 82, C, carries -0.197


(4)
Entry from the Open Molecules 2025 dataset: a structure of composition C36H38BaCl2N7O4P2 (wB97M-V/def2-TZVPD).

XYZ file:
```
90
C36H38BaCl2N7O4P2, DFT wB97M-V/def2-TZVPD
C -1.833 4.383 1.901
N -0.261 4.345 -0.034
H -1.195 -6.498 -5.086
C -3.299 -0.074 -2.047
C -1.602 0.953 5.274
C 3.674 -3.042 -2.267
C -2.208 5.704 -0.192
H -1.114 0.079 5.672
N -1.342 3.209 2.321
C 4.403 -0.763 -1.559
C -0.672 5.605 -2.019
N 2.537 0.190 2.575
H 4.541 -3.113 -2.932
C -2.867 3.160 4.274
C -1.137 1.486 4.067
C -1.032 0.891 -2.478
C 3.250 -1.580 -2.164
Cl -3.164 0.749 7.463
H -3.068 -0.272 1.429
H 4.149 0.295 -1.478
C -1.392 4.811 0.500
Cl -4.674 3.314 6.269
H 1.241 -2.248 1.074
H -1.456 1.642 -3.152
H 2.033 -3.431 0.008
H 2.986 -2.182 0.844
N 0.583 -3.102 -2.688
O 2.846 2.632 -0.507
H 2.603 0.035 -3.468
C -2.063 0.543 -1.399
C -2.668 1.486 5.966
Ba 0.976 2.277 1.432
C 3.668 -2.132 3.568
H -3.662 -4.631 -2.105
N 3.480 3.557 0.059
C -0.463 -3.912 -3.019
C -2.547 -5.665 -3.618
H 2.879 -3.670 -2.669
H 4.108 -3.040 3.962
H 4.670 -1.134 -0.567
H -3.364 -1.665 0.338
H -3.345 -6.355 -3.860
C 0.093 4.742 -1.258
O -0.326 -1.250 4.105
C 1.800 -0.661 3.294
H -0.119 1.306 -2.046
H 5.487 -1.408 2.647
H 1.677 -2.504 4.343
H -1.561 2.221 -0.159
H -0.349 5.888 -3.011
O 3.190 3.736 1.264
H 3.976 -3.435 -1.294
H -0.759 0.021 -3.080
H 3.820 -1.032 -4.177
N -1.897 -2.837 -1.415
N 0.037 0.968 3.475
P -1.224 -0.530 -0.094
H 0.654 -4.936 -4.539
C -1.785 2.644 3.541
H 2.141 -1.583 -4.040
C -0.915 -2.019 -1.159
C 2.333 -1.849 3.789
H 1.031 4.343 -1.632
C -3.312 2.597 5.453
C 0.392 -2.206 -1.759
H -2.216 -1.784 1.695
H -2.480 6.771 -2.032
C 3.820 -0.094 2.354
H 5.285 -0.860 -2.199
H 4.370 0.629 1.760
C -1.688 -3.819 -2.338
H -2.840 2.573 -1.337
C 2.924 -1.007 -3.548
H -3.191 1.633 0.120
C 0.354 -0.317 3.654
H -3.078 -1.016 -2.551
H -3.097 6.066 0.302
C -1.852 6.092 -1.469
H -4.087 -0.255 -1.314
H -3.692 0.626 -2.791
H -3.367 4.037 3.904
C -0.298 -4.888 -4.027
P 1.797 -1.213 -1.054
C 2.041 -2.395 0.347
O -2.612 5.180 2.445
C 4.437 -1.233 2.840
C -1.321 -5.746 -4.318
C -2.442 1.818 -0.652
C -2.620 -1.129 0.923
C -2.729 -4.721 -2.647
```

Properties
**E**: -3707.670819 Eh
**Charge**: -1
**HOMO**: -4.5 eV
**ΔE to the lowest compared entry with this formula, charge and spin**: 55.1 kJ/mol
**Strongest force on any atom**: 0.6 eV Å⁻¹
**Kohn-Sham gap**: 5.85 eV

Löwdin atomic charges, in units of e: number 1, C, carries -0.505; number 2, N, carries -0.016; number 3, H, carries 0.099; number 4, C, carries -0.091; number 5, C, carries -0.059; number 6, C, carries -0.104; number 7, C, carries -0.007; number 8, H, carries 0.099; number 9, N, carries -0.079; number 10, C, carries -0.114; number 11, C, carries -0.068; number 12, N, carries 0.005; number 13, H, carries 0.080; number 14, C, carries -0.052; number 15, C, carries -0.225; number 16, C, carries -0.098; number 17, C, carries -0.742; number 18, Cl, carries 0.620; number 19, H, carries 0.043; number 20, H, carries 0.064; number 21, C, carries -0.214; number 22, Cl, carries 0.618; number 23, H, carries 0.033; number 24, H, carries 0.087; number 25, H, carries 0.049; number 26, H, carries 0.017; number 27, N, carries 0.129; number 28, O, carries -0.370; number 29, H, carries 0.076; number 30, C, carries -0.720; number 31, C, carries -0.693; number 32, Ba, carries 1.827; number 33, C, carries -0.069; number 34, H, carries 0.113; number 35, N, carries -0.292; number 36, C, carries -0.207; number 37, C, carries -0.087; number 38, H, carries 0.056; number 39, H, carries 0.105; number 40, H, carries 0.064; number 41, H, carries 0.027; number 42, H, carries 0.099; number 43, C, carries -0.141; number 44, O, carries -0.020; number 45, C, carries -0.215; number 46, H, carries 0.064; number 47, H, carries 0.101; number 48, H, carries 0.115; number 49, H, carries 0.009; number 50, H, carries 0.098; number 51, O, carries -0.355; number 52, H, carries 0.069; number 53, H, carries 0.073; number 54, H, carries 0.081; number 55, N, carries 0.131; number 56, N, carries -0.102; number 57, P, carries 1.002; number 58, H, carries 0.111; number 59, C, carries -0.210; number 60, H, carries 0.061; number 61, C, carries -0.400; number 62, C, carries -0.013; number 63, H, carries 0.099; number 64, C, carries -0.692; number 65, C, carries -0.402; number 66, H, carries 0.039; number 67, H, carries 0.102; number 68, C, carries -0.154; number 69, H, carries 0.084; number 70, H, carries 0.112; number 71, C, carries -0.212; number 72, H, carries 0.095; number 73, C, carries -0.109; number 74, H, carries 0.084; number 75, C, carries -0.536; number 76, H, carries 0.064; number 77, H, carries 0.113; number 78, C, carries -0.065; number 79, H, carries 0.075; number 80, H, carries 0.085; number 81, H, carries 0.084; number 82, C, carries -0.020; number 83, P, carries 1.025; number 84, C, carries -0.250; number 85, O, carries -0.012; number 86, C, carries -0.083; number 87, C, carries -0.088; number 88, C, carries -0.116; number 89, C, carries -0.257; number 90, C, carries -0.017


(5)
Entry from the Open Molecules 2025 dataset: a structure of composition C17H19BaNPS at a distorted geometry (wB97M-V/def2-TZVPD).

XYZ file:
```
40
C17H19BaNPS, DFT wB97M-V/def2-TZVPD
H -1.082 -2.332 -0.037
H 1.446 -1.174 1.172
H 1.246 0.536 0.146
C -0.301 -1.722 2.288
C 1.230 -3.416 3.756
H 0.909 -2.463 -3.419
H -2.058 3.499 -1.142
C 0.079 0.375 -5.005
C 1.292 2.540 0.933
C 0.886 3.347 1.997
H 0.237 1.331 -5.505
H -1.731 1.421 3.153
H -0.637 -3.959 4.785
C -1.197 -0.309 -4.933
C -0.981 -1.539 -4.264
S -1.366 -0.663 1.365
H -2.129 0.092 -5.303
C -0.196 2.962 2.808
H -1.733 -2.272 -3.988
C 1.836 -2.656 2.752
H -0.489 3.575 3.662
C -0.472 0.962 1.473
H 1.843 -4.077 4.358
P -1.124 3.394 -2.208
C 1.050 -1.796 1.974
H 2.908 -2.694 2.554
H 2.129 2.813 0.283
N -1.151 -1.297 -0.108
C 1.071 -0.444 -4.409
C 0.431 -1.616 -3.931
C 0.681 1.288 0.745
C -0.153 -3.365 4.013
C -0.897 1.779 2.526
H -1.691 4.156 -3.325
Ba -0.463 0.430 -1.888
H 1.433 4.265 2.205
H 2.124 -0.221 -4.360
H -2.028 -2.381 3.333
H -0.007 4.136 -1.698
C -0.942 -2.505 3.242
```

Properties
**E**: -1478.813970 Eh
**Charge**: -1
**HOMO (alpha / beta)**: -0.3 / -0.3 eV
**ΔE to the lowest compared entry with this formula, charge and spin**: 0.0 kJ/mol
**Strongest force on any atom**: 3.6 eV Å⁻¹
**Kohn-Sham gap (alpha / beta)**: 2.71 / 2.71 eV

Löwdin atomic charges, in units of e: number 1, H, carries -0.007; number 2, H, carries 0.080; number 3, H, carries 0.023; number 4, C, carries -0.449; number 5, C, carries -0.119; number 6, H, carries 0.078; number 7, H, carries -0.151; number 8, C, carries -0.266; number 9, C, carries -0.173; number 10, C, carries -0.169; number 11, H, carries 0.070; number 12, H, carries 0.100; number 13, H, carries 0.091; number 14, C, carries -0.242; number 15, C, carries -0.257; number 16, S, carries 0.876; number 17, H, carries 0.066; number 18, C, carries -0.147; number 19, H, carries 0.073; number 20, C, carries -0.091; number 21, H, carries 0.080; number 22, C, carries -0.491; number 23, H, carries 0.084; number 24, P, carries 0.503; number 25, C, carries -0.083; number 26, H, carries 0.098; number 27, H, carries 0.089; number 28, N, carries -0.630; number 29, C, carries -0.298; number 30, C, carries -0.293; number 31, C, carries -0.354; number 32, C, carries -0.101; number 33, C, carries -0.160; number 34, H, carries -0.134; number 35, Ba, carries 1.338; number 36, H, carries 0.071; number 37, H, carries 0.071; number 38, H, carries 0.097; number 39, H, carries -0.160; number 40, C, carries -0.116


(6)
Entry from the Open Molecules 2025 dataset: a structure of composition CHFGaLiO3 at a distorted geometry (wB97M-V/def2-TZVPD).

XYZ file:
```
8
CHFGaLiO3, DFT wB97M-V/def2-TZVPD
O 0.181 -0.935 -1.685
F 0.342 -0.827 1.358
H -0.741 0.118 -1.453
Li 1.955 -1.547 -2.103
C -0.020 0.197 0.694
Ga -1.149 1.892 2.719
O -0.637 1.128 1.097
O 0.068 -0.026 -0.627
```

Properties
**Spin multiplicity**: 2
**E**: -2295.064405 Eh
**Charge**: +3
**HOMO (alpha / beta)**: -24.7 / -24.7 eV
**Strongest force on any atom**: 7.8 eV Å⁻¹
**Kohn-Sham gap (alpha / beta)**: 9.63 / 5.20 eV

Löwdin atomic charges, in units of e: number 1, O, carries -0.053; number 2, F, carries 0.357; number 3, H, carries 0.374; number 4, Li, carries 0.929; number 5, C, carries -0.417; number 6, Ga, carries 1.642; number 7, O, carries 0.135; number 8, O, carries 0.033